Entry A
Formula: C4H5N3O3
Source: OMol25
Level of theory: ωB97M-V with the def2-TZVPD basis set

Properties
Total charge: 0
SMILES: CC(=O)n1[nH]c(=O)[nH]c1=O
Highest occupied orbital energy (eV): -9.7
HOMO-LUMO gap (hartree): 0.3751

```
15
Properties=species:S:1:pos:R:3:nbo_charge:R:1
N 0.11 0.35 -0.43 -0.327
H -2.22 -0.64 -0.77 0.257
H 2.02 -2.01 0.39 0.449
C -2.24 -0.07 0.18 -0.724
N 1.75 -1.08 0.05 -0.660
O 3.47 0.49 0.19 -0.573
O -0.39 -1.92 0.03 -0.605
C -1.15 0.92 -0.11 0.700
C 2.33 0.23 -0.04 0.777
O -1.21 2.09 -0.24 -0.564
H 1.13 2.07 -0.27 0.452
N 1.29 1.08 -0.31 -0.459
C 0.40 -1.01 -0.10 0.771
H -2.04 -0.72 1.06 0.260
H -3.25 0.20 0.36 0.246
```

Entry B
Formula: C4H5N3O3
Source: OMol25
Level of theory: ωB97M-V with the def2-TZVPD basis set

Properties
Total charge: 0
Highest occupied orbital energy (eV): -8.7
HOMO-LUMO gap (hartree): 0.3418

```
15
Properties=species:S:1:pos:R:3:nbo_charge:R:1
H 0.88 -0.80 -2.22 0.447
O 2.37 1.27 -0.54 -0.613
H -2.65 -1.58 0.39 0.244
C -1.84 -0.86 0.31 -0.127
C 0.15 -0.05 0.22 0.194
C -1.64 -0.14 1.46 -0.077
O -0.55 -1.28 -1.63 -0.603
C 1.58 0.45 -0.83 0.716
N -0.37 0.42 1.36 -0.054
H 2.33 0.22 -2.65 0.408
N 1.57 -0.04 -2.03 -0.827
O 0.29 1.19 2.32 -0.499
H -2.23 0.10 2.35 0.244
N -0.68 -0.80 -0.45 0.050
H 0.79 1.88 1.94 0.496
```

Short version: entry A is the most stable of them.

Entry A
Formula: C4H8FN3
Source: OMol25
Level of theory: ωB97M-V with the def2-TZVPD basis set

Properties
Total charge: 0
SMILES: [H]/N=C(/N)N1C[C@@H]1CF
Highest occupied orbital energy (eV): -9.4
HOMO-LUMO gap (hartree): 0.3791

```
16
Properties=species:S:1:pos:R:3:nbo_charge:R:1
H -1.21 0.49 -1.64 0.202
H 1.32 -1.78 -1.52 0.387
C 0.03 -1.35 -0.24 0.521
H 0.11 -3.01 -1.40 0.401
C -0.41 0.73 0.36 -0.095
F 1.35 2.32 0.67 -0.406
C 0.36 1.51 1.45 0.030
H -0.15 2.39 2.14 0.202
H -1.11 -0.71 1.27 0.296
C -0.29 0.89 -1.15 -0.230
H 0.19 1.62 -1.77 0.230
H 0.99 0.70 2.04 0.207
N -0.66 -1.80 0.81 -0.705
N 0.31 -2.06 -1.34 -0.796
H -1.30 0.10 0.59 0.192
N 0.47 -0.05 -0.28 -0.434
```

Entry B
Formula: C4H8FN3
Source: OMol25
Level of theory: ωB97M-V with the def2-TZVPD basis set

Properties
Total charge: 0
SMILES: C=NN[C@H]1[C@H](N)[C@H]1F
Highest occupied orbital energy (eV): -8.7
HOMO-LUMO gap (hartree): 0.3558

```
16
Properties=species:S:1:pos:R:3:nbo_charge:R:1
C 0.23 -0.60 1.02 -0.104
N -0.54 -1.58 1.74 -0.830
H -0.40 -1.51 -3.40 0.195
N 0.13 0.06 -2.31 -0.200
H -0.80 -1.64 -1.50 0.155
C -0.08 0.81 1.28 0.194
H 0.44 1.65 -1.24 0.384
C -0.47 0.23 0.00 -0.142
C -0.36 -1.12 -2.37 -0.226
H -1.20 -1.15 2.36 0.360
H -1.00 -2.28 1.14 0.365
H -0.83 1.03 2.05 0.177
N 0.27 0.66 -1.12 -0.422
F 1.01 1.63 1.34 -0.338
H 1.27 -0.82 0.86 0.227
H -1.58 0.14 -0.12 0.204
```

Short version: entry B is the most stable of them.

Entry A
Formula: C2H6N4S2
Source: OMol25
Level of theory: ωB97M-V with the def2-TZVPD basis set

Properties
Total charge: 0
SMILES: [H]/N=C(\NS)NC(N)=S
Highest occupied orbital energy (eV): -8.4
HOMO-LUMO gap (hartree): 0.3196

```
14
Properties=species:S:1:pos:R:3:nbo_charge:R:1
C -0.34 0.03 -0.48 0.579
H 0.50 -1.81 1.06 0.440
N -0.73 0.92 -1.44 -0.778
H -2.85 0.99 -2.30 0.109
H 1.43 -1.61 2.56 0.412
N 0.57 0.59 0.41 -0.633
N 1.00 -1.23 1.74 -0.782
H 0.71 1.61 0.37 0.421
H 0.01 1.56 -1.72 0.403
S -1.71 0.48 -2.75 0.210
C 1.26 0.05 1.48 0.296
H -1.40 -1.39 -1.04 0.360
S 2.29 0.98 2.41 -0.275
N -0.74 -1.17 -0.30 -0.763
```

Entry B
Formula: C2H6N4S2
Source: OMol25
Level of theory: ωB97M-V with the def2-TZVPD basis set

Properties
Total charge: 0
Highest occupied orbital energy (eV): -9.0
HOMO-LUMO gap (hartree): 0.3011

```
14
Properties=species:S:1:pos:R:3:nbo_charge:R:1
N -1.42 1.20 -0.05 -0.855
N -2.63 -0.88 -1.07 -0.577
H 2.66 -2.01 -0.12 0.337
H -2.82 -1.87 -0.69 0.342
H 2.78 1.48 -0.05 0.432
N 1.87 1.06 0.22 -0.865
N 3.03 -1.01 -0.26 -0.731
H 0.69 1.57 0.32 0.458
S -1.06 -0.99 1.18 0.130
H -1.43 1.53 1.01 0.385
S 0.42 -1.43 -0.09 0.116
H -1.98 1.84 -0.62 0.396
C -2.01 -0.19 0.08 0.138
C 1.90 -0.29 0.14 0.296
```

Short version: entry A is the most stable of them.

Entry A
Formula: CH2NO2S2
Source: OMol25
Level of theory: ωB97M-V with the def2-TZVPD basis set

Properties
Total charge: -1
Highest occupied orbital energy (eV): -3.5
HOMO-LUMO gap (hartree): 0.2568

```
8
Properties=species:S:1:pos:R:3:nbo_charge:R:1
N 0.32 0.38 0.21 -1.017
H 0.63 1.27 0.27 0.349
O 0.86 -1.53 -1.13 -1.034
S 3.67 1.00 0.23 -0.189
S 1.60 -0.82 -0.09 1.967
H -0.07 0.31 -0.71 0.367
O 1.73 -1.60 1.13 -0.990
C 3.55 -0.45 -0.47 -0.453
```

Entry B
Formula: CH2NO2S2
Source: OMol25
Level of theory: ωB97M-V with the def2-TZVPD basis set

Properties
Total charge: -1
Highest occupied orbital energy (eV): -2.8
HOMO-LUMO gap (hartree): 0.2405

```
8
Properties=species:S:1:pos:R:3:nbo_charge:R:1
S -0.86 1.94 -0.42 0.027
H -0.68 -1.26 0.96 0.029
C 1.31 -0.71 -0.47 1.057
S -1.07 -0.18 1.56 0.092
O 2.12 -0.70 0.34 -0.555
N -0.08 0.83 0.69 -1.129
O 0.64 -0.90 -1.39 -0.571
H -1.38 0.98 -1.28 0.049
```

Short version: entry B is the most stable of them.

Entry A
Formula: C3H7N2P
Source: OMol25
Level of theory: ωB97M-V with the def2-TZVPD basis set

Properties
Total charge: 0
SMILES: P[C@@H]1CCN=N1
Highest occupied orbital energy (eV): -9.2
HOMO-LUMO gap (hartree): 0.3655

```
13
Properties=species:S:1:pos:R:3:nbo_charge:R:1
H 0.84 -1.83 -0.37 -0.026
P 0.35 -1.65 -1.78 0.302
C -0.47 0.63 1.51 -0.307
H 1.18 -0.17 0.47 0.208
H -0.73 0.72 -1.66 0.238
N -1.47 -0.52 -0.19 -0.142
H 1.47 -1.24 -2.46 -0.036
C -0.31 -0.02 -0.85 -0.314
N -1.57 -0.20 0.98 -0.111
H -0.86 1.70 1.45 0.206
H 1.05 1.49 0.14 0.229
H 0.05 0.53 2.47 0.233
C 0.47 0.57 0.27 -0.479
```

Entry B
Formula: C3H7N2P
Source: OMol25
Level of theory: ωB97M-V with the def2-TZVPD basis set

Properties
Total charge: 0
Highest occupied orbital energy (eV): -8.7
HOMO-LUMO gap (hartree): 0.3518

```
13
Properties=species:S:1:pos:R:3:nbo_charge:R:1
C 0.96 -1.22 0.01 -0.234
P -1.67 -0.40 -0.85 0.672
C -0.02 0.30 -0.79 -0.550
H -2.02 0.49 0.08 -0.045
N -1.26 -1.73 0.23 -0.352
H -0.50 2.38 0.34 0.224
H 1.51 -1.49 -0.83 0.217
C 0.08 1.40 0.38 -0.660
H 1.53 -0.96 0.86 0.209
H 0.35 0.63 -1.68 0.205
N -0.12 -2.05 0.44 -0.110
H 0.03 0.79 1.34 0.213
H 1.13 1.86 0.48 0.212
```

Short version: entry A is the most stable of them.

Entry A
Formula: C9H14N4O3
Source: OMol25
Level of theory: ωB97M-V with the def2-TZVPD basis set

Properties
Total charge: 0
SMILES: C[C@H](NC(=O)[C@@H](N)Cc1c[nH]cn1)C(=O)O
Highest occupied orbital energy (eV): -8.5
HOMO-LUMO gap (hartree): 0.3336

```
30
Properties=species:S:1:pos:R:3:nbo_charge:R:1
C -2.23 -0.51 -1.60 -0.444
H -1.62 -0.46 1.47 0.222
H 0.18 -1.73 -1.64 0.387
O 2.89 2.71 -0.08 -0.659
H 1.13 0.39 -0.50 0.423
H -2.89 0.17 -1.13 0.239
H -2.62 -0.89 -2.50 0.225
C 1.08 1.70 1.07 -0.146
N 0.41 -0.81 -2.04 -0.871
H 0.65 -0.94 -2.97 0.366
C -2.00 -1.45 -0.44 0.097
H -1.03 -4.39 -0.06 0.195
N -1.62 -2.69 -0.91 -0.492
H 1.20 1.62 3.26 0.223
N 0.51 1.01 -0.09 -0.628
H 1.72 0.20 2.30 0.242
H 0.61 2.76 1.10 0.228
C -0.72 1.10 -0.56 0.695
C -0.77 0.18 -1.92 -0.121
H -0.68 -2.91 2.12 0.426
N -1.09 -2.59 1.27 -0.539
C 0.91 1.02 2.39 -0.642
C 2.63 1.73 0.73 0.791
C -1.69 -1.35 0.95 -0.122
H -0.12 0.63 2.56 0.215
O -1.57 1.82 -0.17 -0.625
H -0.87 0.78 -2.85 0.216
O 3.36 0.84 1.16 -0.596
H 3.74 2.77 -0.48 0.504
C -1.25 -3.32 0.11 0.189
```

Entry B
Formula: C9H14N4O3
Source: OMol25
Level of theory: ωB97M-V with the def2-TZVPD basis set

Properties
Total charge: 0
SMILES: C[C@H](N)C(=O)N[C@@H](Cc1c[nH]cn1)C(=O)O
Highest occupied orbital energy (eV): -9.1
HOMO-LUMO gap (hartree): 0.3498

```
30
Properties=species:S:1:pos:R:3:nbo_charge:R:1
H 0.89 -2.92 -0.99 0.199
C -3.25 0.88 -0.53 -0.067
H 1.70 -2.60 2.29 0.381
C 0.17 1.77 -0.14 -0.150
H -1.06 2.10 1.59 0.237
N 0.75 0.50 0.34 -0.627
C 1.15 2.97 0.11 0.794
H 0.08 1.61 -1.18 0.224
H 2.66 -3.53 -0.45 0.221
N 1.27 -1.92 1.62 -0.876
N -1.85 -0.52 0.53 -0.468
C -2.09 0.82 0.12 0.057
H -3.14 -2.19 0.34 0.202
H -3.76 1.81 -0.93 0.219
H 2.65 2.01 -0.88 0.532
H 3.16 -1.46 0.62 0.216
C 1.76 -0.21 -0.23 0.690
H 2.42 -2.25 -1.87 0.263
O 2.41 0.19 -1.22 -0.714
O 2.40 2.86 -0.35 -0.703
H -1.57 2.98 0.09 0.250
C -2.90 -1.15 0.05 0.149
H -4.51 -0.62 -1.36 0.436
O 0.78 3.99 0.62 -0.580
N -3.77 -0.30 -0.63 -0.539
C 2.06 -1.70 0.30 -0.119
H 0.38 -0.07 1.13 0.461
C 2.07 -2.68 -0.86 -0.634
C -1.15 1.99 0.49 -0.427
H 0.28 -2.37 1.39 0.372
```

Short version: entry B is the most stable of them.